{
  "formula": "C25H35NP",
  "method": "wB97M-V/def2-TZVPD",
  "orbital_gap_ev": 8.205,
  "energy_ha": -1369.50294,
  "lumo_ha": -0.0772,
  "e_above_lowest_kj_mol": 0.0,
  "total_charge": 1,
  "symbols": ["C", "C", "C", "P", "C", "C", "C", "C", "C", "C", "H", "H", "H", "H", "H", "H", "H", "H", "H", "H", "H", "H", "H", "H", "H", "H", "H", "H", "H", "H", "H", "C", "N", "C", "C", "C", "C", "C", "C", "C", "C", "C", "C", "C", "C", "C", "C", "C", "H", "H", "H", "H", "H", "H", "H", "H", "H", "H", "H", "H", "H", "H"],
  "coordinates": [[-1.1659, -1.7995, 0.7558], [-0.8337, -1.4442, 2.2191], [-2.1325, -1.5584, 3.0235], [0.3153, 0.0214, 2.2795], [1.6931, -0.6400, 1.2009], [2.0496, -2.1007, 1.5428], [2.9705, 0.1712, 1.0205], [-0.5058, 1.3290, 1.2391], [0.1870, 2.7026, 1.2683], [-2.0095, 1.4629, 1.5295], [-1.7537, -2.7290, 0.7482], [-1.7886, -1.0210, 0.3012], [-0.2943, -1.9698, 0.1191], [-0.1603, -2.2025, 2.6445], [-2.5387, -2.5608, 2.8301], [-1.9781, -1.4899, 4.1007], [-2.8792, -0.8214, 2.7069], [1.1828, -0.6054, 0.2215], [2.9582, -2.3796, 0.9892], [2.2633, -2.2136, 2.6173], [1.2664, -2.8162, 1.2591], [3.5604, -0.2822, 0.2062], [2.7621, 1.2065, 0.7340], [3.5976, 0.1413, 1.9190], [-0.3791, 0.9079, 0.2280], [-0.3621, 3.3811, 0.5951], [0.1699, 3.1592, 2.2659], [1.2203, 2.6643, 0.9147], [-2.3769, 2.4084, 1.1064], [-2.6161, 0.6621, 1.0888], [-2.2128, 1.4951, 2.6089], [5.3129, 2.5947, 3.9160], [4.0534, 2.0303, 4.3735], [2.9359, 1.8342, 3.6065], [1.9358, 1.2246, 4.3698], [0.5458, 0.8609, 3.8918], [-0.3331, 0.2014, 4.9993], [0.0899, -0.9546, 5.6644], [-0.6372, -1.3923, 6.7825], [-1.8160, -0.7327, 7.1562], [-2.3083, 0.3179, 6.3815], [-1.5585, 0.8007, 5.3066], [2.4129, 1.2465, 5.7399], [1.8082, 1.2152, 6.9971], [2.5650, 1.4565, 8.1498], [3.9282, 1.7740, 8.0600], [4.5516, 1.8766, 6.8085], [3.7766, 1.6430, 5.6841], [5.9917, 2.6046, 4.7699], [5.7451, 1.9966, 3.0962], [5.1864, 3.6232, 3.5433], [2.9006, 2.1779, 2.5712], [0.0491, 1.8317, 3.7042], [1.0152, -1.4566, 5.3644], [-0.2659, -2.2342, 7.3580], [-2.3597, -1.0462, 8.0585], [-3.2810, 0.7828, 6.5687], [-1.8994, 1.6494, 4.6998], [0.7388, 1.0293, 7.0741], [2.0784, 1.4175, 9.1305], [4.4925, 1.9754, 8.9684], [5.5889, 2.1614, 6.6882]],
  "nbo_charge": [-0.619, -0.521, -0.607, 1.600, -0.505, -0.623, -0.606, -0.528, -0.612, -0.619, 0.243, 0.217, 0.215, 0.247, 0.229, 0.239, 0.215, 0.242, 0.240, 0.221, 0.223, 0.234, 0.207, 0.230, 0.237, 0.241, 0.216, 0.213, 0.238, 0.224, 0.212, -0.403, -0.360, -0.001, -0.137, -0.578, -0.036, -0.227, -0.194, -0.207, -0.204, -0.173, -0.112, -0.188, -0.227, -0.195, -0.264, 0.216, 0.225, 0.208, 0.213, 0.216, 0.267, 0.228, 0.233, 0.236, 0.231, 0.205, 0.218, 0.225, 0.226, 0.218]
}

{
  "formula": "C25H36AsClIOP2Pb",
  "method": "wB97M-V/def2-TZVPD",
  "orbital_gap_ev": [4.012, 4.652],
  "energy_ha": -4917.34786,
  "lumo_ha": [-0.4499, -0.4264],
  "e_above_lowest_kj_mol": 657.0,
  "total_charge": 3,
  "symbols": ["C", "I", "H", "H", "H", "Pb", "P", "C", "C", "H", "H", "H", "H", "H", "H", "C", "H", "H", "H", "P", "C", "C", "H", "H", "H", "C", "H", "H", "H", "H", "H", "H", "Cl", "O", "As", "C", "C", "C", "C", "C", "C", "C", "C", "C", "C", "C", "C", "C", "C", "C", "C", "C", "C", "H", "H", "H", "H", "H", "H", "H", "H", "H", "H", "H", "H", "H", "H", "H"],
  "coordinates": [[-1.4599, 1.8172, 0.6529], [1.7058, 2.0553, 1.7269], [-1.7068, 1.6602, -0.4402], [-2.1547, 2.5943, 1.1426], [-1.5205, 0.8177, 1.0150], [1.1514, -1.7465, -1.6918], [0.1852, 2.6705, -0.2752], [-0.0917, 4.0084, 1.0372], [1.7530, 3.5531, -1.0242], [1.5409, 4.6241, -1.1754], [-0.4787, 4.6027, -1.5718], [1.9680, 3.1090, -2.0065], [-0.7621, 3.1510, -2.5896], [0.6477, 3.9859, 1.7958], [2.6754, 3.5035, -0.4359], [-0.8394, 3.5785, -1.5758], [-0.1233, 5.0256, 0.6403], [-1.8965, 3.5718, -1.2891], [-1.0469, 3.7350, 1.5338], [0.1830, -3.6608, -0.2308], [-0.2341, -3.9722, 1.5020], [-0.9240, -3.9607, -1.6684], [2.3365, -3.4613, -1.4385], [2.3128, -5.0908, -0.8798], [2.6095, -3.7586, 0.3103], [1.9932, -4.0891, -0.5528], [-0.6650, -3.2034, -2.4628], [-0.9183, -4.9358, -2.2038], [-0.4258, -4.9635, 1.9348], [-1.1572, -3.3787, 1.6028], [-1.9859, -3.7668, -1.3946], [0.5734, -3.5271, 2.1180], [0.9750, -0.6466, -3.9165], [-0.3370, -0.3228, 2.3019], [-0.2273, -0.2112, 3.9789], [-1.9290, -0.9020, 4.8262], [-2.2181, -2.2464, 4.6393], [-3.4225, -2.7502, 5.1357], [-4.3422, -1.9029, 5.7554], [-4.0494, -0.5506, 5.9090], [-2.8432, -0.0300, 5.4255], [1.2563, -1.3775, 4.5464], [2.2305, -1.9718, 3.7206], [3.2349, -2.7951, 4.2894], [3.3130, -2.9960, 5.6705], [2.3594, -2.3850, 6.4913], [1.3819, -1.5507, 5.9386], [0.0488, 1.6715, 4.6051], [1.3765, 1.9592, 4.9553], [1.7617, 3.2588, 5.2716], [0.8155, 4.2844, 5.3140], [-0.4911, 4.0179, 4.9125], [-0.8557, 2.7313, 4.4733], [-1.5026, -2.8460, 4.0815], [-3.5964, -3.8065, 4.9975], [-5.2646, -2.3333, 6.1427], [-4.7706, 0.1088, 6.3715], [-2.6271, 1.0339, 5.5081], [2.2658, -1.8434, 2.6295], [4.0156, -3.2696, 3.6788], [4.0646, -3.6326, 6.1420], [2.3973, -2.4499, 7.5830], [0.6498, -1.0066, 6.5554], [2.1192, 1.1666, 4.9262], [2.8180, 3.4914, 5.3792], [1.1156, 5.2853, 5.6307], [-1.2261, 4.8236, 4.8798], [-1.8348, 2.5870, 4.0029]],
  "nbo_charge": [-0.696, 0.320, 0.233, 0.261, 0.249, 1.185, 1.000, -0.858, -0.806, 0.266, 0.255, 0.262, 0.271, 0.224, 0.244, -0.922, 0.280, 0.246, 0.244, 0.740, -0.922, -0.928, 0.172, 0.303, 0.273, -0.898, 0.221, 0.293, 0.284, 0.255, 0.299, 0.268, -0.542, -0.652, 1.778, -0.183, -0.245, -0.186, -0.134, -0.163, -0.255, -0.408, -0.258, -0.135, -0.170, -0.179, -0.191, -0.258, -0.264, -0.183, -0.157, -0.195, -0.270, 0.220, 0.248, 0.259, 0.254, 0.239, 0.210, 0.231, 0.258, 0.257, 0.232, 0.239, 0.250, 0.259, 0.253, 0.229]
}

{
  "formula": "C25H36AsCsN2O8PS",
  "method": "wB97M-V/def2-TZVPD",
  "orbital_gap_ev": 6.216,
  "energy_ha": -4681.13221,
  "lumo_ha": 0.0744,
  "e_above_lowest_kj_mol": 203.1,
  "total_charge": -1,
  "symbols": ["Cs", "C", "O", "C", "C", "C", "C", "C", "C", "N", "N", "C", "C", "O", "C", "C", "C", "C", "C", "C", "C", "C", "H", "H", "H", "H", "H", "H", "H", "H", "H", "H", "H", "H", "H", "O", "H", "H", "C", "As", "C", "C", "S", "H", "H", "H", "H", "H", "H", "H", "H", "H", "C", "O", "C", "O", "H", "H", "H", "C", "O", "P", "O", "C", "O", "C", "H", "H", "H", "H", "H", "H", "H", "H", "H"],
  "coordinates": [[-0.3100, -0.3792, -0.7327], [-1.8811, -2.3823, 2.3625], [-1.5871, -1.0016, 2.2431], [-1.3012, -0.2986, 3.3705], [-1.3046, -0.8778, 4.6378], [-0.9886, -0.1104, 5.7540], [-0.6651, 1.2269, 5.6042], [-0.6606, 1.7948, 4.3346], [-0.9834, 1.0586, 3.2083], [-0.9387, 1.5881, 1.8585], [-0.9976, 2.8370, 1.8778], [-0.8500, 3.5786, 0.7125], [-0.8138, 3.0527, -0.6107], [-1.0863, 1.8601, -0.9056], [-0.4389, 3.9835, -1.6755], [-0.2508, 5.2941, -1.4482], [-0.4132, 5.8675, -0.1348], [-0.2709, 7.2520, 0.0769], [-0.4404, 7.8065, 1.3216], [-0.7644, 6.9556, 2.3957], [-0.9003, 5.6013, 2.2130], [-0.7241, 5.0072, 0.9368], [-1.0364, -2.9327, 2.7838], [-2.0700, -2.7243, 1.3483], [-2.7717, -2.5439, 2.9752], [-1.5409, -1.9236, 4.7601], [-0.9844, -0.5727, 6.7332], [-0.3984, 1.8263, 6.4654], [-0.3918, 2.8332, 4.1897], [-0.3395, 3.5514, -2.6644], [0.0173, 5.9546, -2.2678], [-0.0242, 7.8811, -0.7725], [-0.3309, 8.8725, 1.4747], [-0.9167, 7.3722, 3.3850], [-1.1563, 4.9621, 3.0471], [1.9076, -1.5757, 2.8591], [1.5445, -2.1234, 2.1376], [1.2230, -0.9200, 3.0339], [3.5764, -2.7436, -2.2821], [2.9220, -2.2710, -0.5448], [3.4464, -0.5196, 0.0733], [4.2226, -3.2824, 0.4913], [1.0591, -3.0864, 0.0285], [4.5158, -2.2177, -2.4523], [2.8579, -2.4920, -3.0517], [3.7536, -3.8155, -2.2324], [4.3831, -0.2616, -0.4207], [3.5967, -0.6485, 1.1426], [2.7163, 0.2606, -0.1071], [5.2412, -2.9656, 0.2543], [4.0916, -4.3368, 0.2605], [4.0211, -3.1119, 1.5475], [2.9566, 0.6976, -4.0967], [1.7304, -0.0242, -4.3075], [1.1060, -0.6728, -3.2283], [1.7089, -0.5713, -2.1593], [3.7131, 0.2901, -4.7693], [3.2986, 0.6309, -3.0688], [2.7890, 1.7439, -4.3551], [-4.6765, -2.7426, -3.7397], [-3.4900, -3.4991, -3.5144], [-2.3852, -2.7340, -2.5768], [-2.8888, -3.1358, -1.0765], [-2.8272, -4.5009, -0.6355], [-1.2056, -3.8344, -2.7122], [-0.3922, -3.8861, -3.8876], [-5.3004, -3.2982, -4.4353], [-4.4496, -1.7646, -4.1703], [-5.2365, -2.5923, -2.8139], [-3.5169, -4.5893, 0.2022], [-1.8138, -4.7414, -0.3169], [-3.1256, -5.1847, -1.4290], [0.4168, -4.5783, -3.6668], [0.0060, -2.8972, -4.1160], [-0.9809, -4.2747, -4.7219]],
  "lowdin_charge": [1.296, -0.080, -0.145, -0.252, -0.032, -0.101, -0.104, -0.032, -0.169, 0.056, 0.049, -0.140, -0.398, -0.448, -0.004, -0.044, -0.186, -0.065, -0.119, -0.109, -0.041, -0.110, 0.094, 0.064, 0.098, 0.099, 0.096, 0.093, 0.096, 0.111, 0.104, 0.101, 0.086, 0.090, 0.089, -0.099, -0.086, 0.018, -0.231, 0.693, -0.230, -0.280, 0.056, 0.045, 0.018, 0.034, 0.042, 0.023, 0.019, 0.034, 0.025, 0.025, -0.112, -0.188, -0.420, -0.574, 0.071, 0.058, 0.075, -0.162, -0.353, 0.805, -0.381, -0.130, -0.383, -0.120, 0.077, 0.074, 0.077, 0.083, 0.071, 0.079, 0.082, 0.046, 0.077]
}

{
  "formula": "C25H36Cl54FN2O2PS",
  "method": "wB97M-V/def2-TZVPD",
  "orbital_gap_ev": 8.928,
  "energy_ha": -26923.77098,
  "lumo_ha": 0.0076,
  "total_charge": 0,
  "symbols": ["C", "C", "C", "C", "C", "C", "C", "N", "P", "N", "S", "O", "O", "F", "H", "H", "H", "H", "H", "H", "H", "H", "H", "H", "H", "H", "H", "H", "H", "H", "H", "H", "C", "Cl", "Cl", "Cl", "H", "C", "Cl", "Cl", "Cl", "H", "C", "Cl", "Cl", "Cl", "H", "C", "Cl", "Cl", "Cl", "H", "C", "Cl", "Cl", "Cl", "H", "C", "Cl", "Cl", "Cl", "H", "C", "Cl", "Cl", "Cl", "H", "C", "Cl", "Cl", "Cl", "H", "C", "Cl", "Cl", "Cl", "H", "C", "Cl", "Cl", "Cl", "H", "C", "Cl", "Cl", "Cl", "H", "C", "Cl", "Cl", "Cl", "H", "C", "Cl", "Cl", "Cl", "H", "C", "Cl", "Cl", "Cl", "H", "C", "Cl", "Cl", "Cl", "H", "C", "Cl", "Cl", "Cl", "H", "C", "Cl", "Cl", "Cl", "H", "C", "Cl", "Cl", "Cl", "H"],
  "coordinates": [[-0.7666, 1.0931, 2.5486], [-0.8885, 1.7359, 1.1554], [-2.1627, 2.5652, 1.0576], [-2.0491, 3.8970, 1.7849], [-3.3266, 4.3301, 2.4953], [-3.6511, 3.5071, 3.7528], [-5.0035, 2.7871, 3.6616], [-5.2470, 2.1734, 2.3018], [-5.3834, 0.4346, 2.5768], [-5.9319, -0.4231, 1.3859], [-6.6371, 2.8088, 1.6672], [-7.8073, 2.1260, 2.0503], [-6.6757, 4.2051, 1.8308], [-6.4443, 2.5599, 0.1251], [-0.8816, 0.0242, 2.5207], [-1.5578, 1.4519, 3.2029], [0.1663, 1.3786, 3.0131], [-0.0108, 2.3091, 0.8869], [-0.9812, 0.9250, 0.4463], [-2.3914, 2.7512, 0.0123], [-2.9612, 1.9320, 1.4301], [-1.8515, 4.6575, 1.0347], [-1.2039, 3.9413, 2.4656], [-4.1561, 4.3857, 1.8026], [-3.1525, 5.3461, 2.8296], [-2.8911, 2.7594, 3.9463], [-3.6925, 4.1530, 4.6212], [-4.9701, 1.9673, 4.3786], [-5.8116, 3.4247, 3.9849], [-4.0576, -0.0132, 2.8325], [-6.2035, 0.2910, 3.7205], [-6.1418, 0.1790, 0.6008], [-0.6664, 1.6696, -4.9142], [0.4715, 2.7670, -4.1248], [-0.1020, 0.0004, -4.7824], [-2.2990, 1.8271, -4.2303], [-0.7154, 1.9203, -5.9585], [-1.8065, 6.1605, -2.7726], [-0.3032, 6.0588, -1.8546], [-1.6701, 7.4004, -4.0272], [-2.2194, 4.5958, -3.4830], [-2.5992, 6.4480, -2.1023], [-4.8063, -4.8658, 2.2470], [-3.1214, -4.3297, 2.2164], [-4.7754, -6.6315, 2.4565], [-5.7965, -4.0351, 3.4735], [-5.2524, -4.6553, 1.2855], [2.1540, 0.6238, -8.5458], [0.8858, 1.4844, -7.6698], [3.6039, 0.4675, -7.5533], [1.5831, -0.9583, -9.0687], [2.4068, 1.1989, -9.4246], [1.5679, -4.4215, 3.4139], [-0.0938, -4.0846, 2.9088], [2.4576, -2.9287, 3.7156], [1.5840, -5.4508, 4.8462], [2.0620, -4.9521, 2.6108], [2.3752, -3.2069, -1.5477], [1.4963, -2.0588, -2.5579], [1.7611, -3.2747, 0.1135], [2.3040, -4.8238, -2.2499], [3.4096, -2.8953, -1.5123], [-5.1519, -10.2342, 4.4513], [-4.7158, -9.7268, 2.8227], [-5.3998, -11.9807, 4.5088], [-3.8897, -9.7601, 5.5880], [-6.0791, -9.7509, 4.7271], [4.5317, -7.6325, -0.5512], [3.6708, -8.1747, -1.9934], [6.1235, -6.9944, -0.9812], [3.5955, -6.4200, 0.3199], [4.6727, -8.4840, 0.0991], [4.7209, 0.0304, -4.0274], [6.0077, 0.7462, -3.0559], [4.5438, -1.6900, -3.6590], [3.2010, 0.8835, -3.7738], [4.9900, 0.1227, -5.0695], [9.0370, 2.4247, -0.6619], [8.0919, 3.3296, -1.8501], [8.3907, 2.6619, 0.9614], [9.0715, 0.7083, -1.0729], [10.0485, 2.7966, -0.6800], [0.9073, -4.1199, -6.0687], [2.0314, -3.0286, -5.2552], [1.4739, -5.7895, -5.9642], [-0.7095, -3.9647, -5.3752], [0.8572, -3.8459, -7.1127], [-2.7674, 9.8734, -0.9383], [-1.0913, 10.4123, -1.0315], [-2.8567, 8.2341, -0.2847], [-3.7281, 10.9846, 0.0377], [-3.1753, 9.8601, -1.9391], [6.9255, -5.9293, 2.6407], [8.2356, -5.2218, 3.5870], [6.7654, -7.6538, 2.9875], [5.4063, -5.0905, 2.9509], [7.1648, -5.8174, 1.5925], [-6.9992, 0.9277, 6.7010], [-5.4946, 1.5727, 7.3621], [-7.8443, 2.1554, 5.7571], [-6.6798, -0.5017, 5.7113], [-7.6347, 0.6341, 7.5239], [11.8003, 5.4241, -0.3643], [12.8887, 6.5285, 0.4761], [12.4036, 3.7655, -0.2438], [10.1590, 5.5457, 0.2881], [11.7734, 5.6987, -1.4070], [-6.6983, -5.3725, 7.5093], [-5.1520, -5.5960, 8.3283], [-6.7154, -3.8779, 6.5896], [-7.0567, -6.7234, 6.4446], [-7.4752, -5.3187, 8.2578], [9.8628, 8.3650, -2.3488], [11.4374, 8.8982, -1.7648], [9.2773, 9.4360, -3.6216], [9.9409, 6.6973, -2.9290], [9.1639, 8.4026, -1.5251], [-2.2450, -4.6183, -9.2506], [-0.5151, -4.2542, -9.2243], [-2.5377, -6.2648, -8.6934], [-3.1384, -3.4592, -8.2667], [-2.5921, -4.5371, -10.2703]],
  "lowdin_charge": [-0.089, -0.242, -0.218, -0.199, -0.191, -0.151, -0.271, -0.340, 0.703, -0.276, 0.517, -0.246, -0.228, -0.134, 0.062, 0.040, 0.068, 0.103, 0.097, 0.108, 0.076, 0.096, 0.117, 0.090, 0.106, 0.089, 0.114, 0.049, 0.090, 0.032, -0.082, -0.051, -1.534, 0.507, 0.496, 0.502, -0.069, -1.553, 0.517, 0.523, 0.482, -0.061, -1.493, 0.490, 0.484, 0.490, 0.013, -1.512, 0.582, 0.552, 0.535, 0.014, -1.572, 0.484, 0.515, 0.538, -0.038, -1.517, 0.455, 0.533, 0.502, -0.022, -1.549, 0.500, 0.525, 0.522, 0.006, -1.526, 0.532, 0.536, 0.495, 0.011, -1.519, 0.523, 0.541, 0.505, -0.025, -1.572, 0.501, 0.518, 0.523, -0.082, -1.537, 0.456, 0.529, 0.522, -0.070, -1.542, 0.529, 0.552, 0.534, 0.009, -1.559, 0.534, 0.520, 0.503, -0.020, -1.496, 0.547, 0.577, 0.545, 0.015, -1.540, 0.526, 0.567, 0.526, -0.052, -1.554, 0.534, 0.482, 0.525, 0.011, -1.534, 0.536, 0.538, 0.539, 0.014, -1.531, 0.546, 0.536, 0.527, 0.011]
}

Number 1: largest force on an atom 1.745 eV/A. Number 2: largest force on an atom 5.444 eV/A. Number 3: largest force on an atom 2.953 eV/A. Number 4: largest force on an atom 2.738 eV/A.